[1]
Density functional theory data (ωB97M-V with the def2-TZVPD basis set) for an isolated molecule of C4H7NO.

The geometry in XYZ format:
```
13
Properties=species:S:1:pos:R:3
C 2.00 -0.31 0.43
C 0.60 0.29 0.31
O 0.37 1.35 0.85
C -0.51 -0.33 -0.53
C -1.93 -0.17 -0.05
N -1.43 0.65 -1.12
H 2.29 -1.00 -0.37
H 2.11 -0.83 1.39
H 2.70 0.53 0.46
H -0.23 -1.14 -1.19
H -2.08 0.29 0.92
H -2.70 -0.89 -0.34
H -1.19 1.56 -0.74
```

* spin multiplicity: 1
* HOMO level: -9.84 eV
* energy relative to the best compared isomer or geometry (same formula, charge and spin): 170.6 kJ/mol
* gap between HOMO and LUMO: 10.87 eV
* max |F|: 0.5 eV/Å
* SMILES string: CC(=O)[C@H]1CN1

Atom charges from the natural (NBO) analysis, given in e for atoms 1 to 6: -0.717 0.577 -0.566 -0.213 -0.227 -0.554

=====

[2]
Density functional theory data (ωB97M-V with the def2-TZVPD basis set) for an isolated molecule of C4H7NO in a non-equilibrium geometry.

The geometry in XYZ format:
```
13
Properties=species:S:1:pos:R:3
N -0.49 0.61 2.03
C 0.10 1.19 1.21
C 0.76 1.45 -0.05
C 0.53 -0.11 -0.71
C -0.39 -1.17 -0.07
O -1.78 -0.92 -0.14
H 0.27 2.28 -0.59
H 1.81 1.78 0.11
H 0.12 0.02 -1.72
H 1.50 -0.61 -0.74
H -0.10 -1.89 -0.87
H -0.09 -1.60 0.89
H -2.17 -1.00 0.74
```

* spin multiplicity: 1
* HOMO level: -10.19 eV
* energy relative to the best compared isomer or geometry (same formula, charge and spin): 212.5 kJ/mol
* gap between HOMO and LUMO: 11.08 eV
* max |F|: 2.2 eV/Å
* SMILES string: N#CCCCO

Atom charges from the natural (NBO) analysis, given in e for atoms 1 to 6: -0.377 0.300 -0.531 -0.385 -0.072 -0.725

=====

[3]
Density functional theory data (ωB97M-V with the def2-TZVPD basis set) for a cluster of 2 separate species, C4H7NO in total.

The geometry in XYZ format:
```
13
Properties=species:S:1:pos:R:3
C 0.47 0.20 -2.44
C 0.19 0.06 -0.97
C -0.99 0.25 -0.43
O -2.04 0.42 0.07
H 0.59 -0.78 -2.92
H 1.39 0.75 -2.60
H -0.34 0.73 -2.96
H 0.96 -0.26 -0.27
C -0.02 0.09 2.64
N 0.45 -0.95 2.08
H -1.06 0.20 2.98
H 0.64 0.95 2.80
H -0.27 -1.66 1.99
```

* spin multiplicity: 1
* HOMO level: -8.71 eV
* energy relative to the best compared isomer or geometry (same formula, charge and spin): 237.7 kJ/mol
* gap between HOMO and LUMO: 9.56 eV
* max |F|: 1.0 eV/Å
* SMILES string: CC=C=O.C=N

Atom charges from the natural (NBO) analysis, given in e for atoms 1 to 6: -0.602 -0.556 0.713 -0.487 0.212 0.217